Density functional theory data (ωB97M-V/def2-TZVPD) for 2 unconnected molecules or ions with the total composition C9H14O.

Output
**Max |F|**: 0.0573 hartree/bohr
**Energy above the lowest of the compared OMol25 structures with the same formula, charge and spin**: 109.1 kJ/mol
**Total charge**: 0
**DFT total energy**: -426.53122 hartree

Last column: Löwdin charge in e.
Positions of all 24 atoms, in Å:
1 C 2.74225 3.37666 1.76026  -0.186
2 C 1.55293 2.80626 1.00212  -0.156
3 H 2.57492 3.75874 2.77097  0.055
4 H 3.69761 2.82400 1.80230  0.065
5 H 3.04077 4.36881 1.33594  0.066
6 H 0.61573 2.99253 1.54216  0.068
7 H 1.68381 1.73212 1.07207  0.029
8 H 1.39243 3.25703 0.03505  0.067
9 C 1.97142 -1.85447 -1.03507  -0.065
10 C -1.76023 -1.22673 -1.31177  -0.007
11 C -1.95200 -0.47467 -0.15668  -0.320
12 C -0.48426 -1.73013 -1.54696  -0.051
13 C 0.57159 -1.39833 -0.72045  -0.289
14 C -0.91504 -0.10390 0.71060  -0.002
15 C 0.36175 -0.59740 0.40528  -0.056
16 O -3.25092 -0.17519 0.16864  0.016
17 H -2.58262 -1.61260 -1.89792  0.116
18 H -0.32728 -2.42636 -2.36560  0.112
19 H -0.90526 0.51066 1.60593  0.113
20 H -3.67288 -0.65098 0.87661  0.099
21 H 2.52313 -2.07248 -0.07609  0.091
22 H 2.68218 -1.14002 -1.47456  0.078
23 H 1.12652 -0.19897 1.05215  0.089
24 H 1.91570 -2.71906 -1.69759  0.070


Density functional theory data (ωB97M-V/def2-TZVPD) for 2 unconnected molecules or ions with the total composition C7H10.

Output
**Max |F|**: 0.0060 hartree/bohr
**Energy above the lowest of the compared OMol25 structures with the same formula, charge and spin**: 332.5 kJ/mol
**Total charge**: 0
**DFT total energy**: -272.59137 hartree

Last column: Löwdin charge in e.
Positions of all 17 atoms, in Å:
1 C 1.49370 -1.48880 -0.22068  0.016
2 C 0.49175 -0.61785 -0.15521  -0.321
3 C -0.99705 -0.89051 -0.06143  -0.101
4 C -1.53897 0.47190 -0.51193  -0.179
5 C -0.70295 1.55065 0.10830  -0.116
6 C 0.57062 0.86823 -0.33871  -0.152
7 C -0.51913 1.25214 -1.30556  -0.107
8 H 1.32792 -2.56251 -0.17546  0.061
9 H 2.52087 -1.14899 -0.33191  0.060
10 H 1.32146 -0.65597 2.30669  0.016
11 H -1.28138 -1.08263 0.98308  0.118
12 H -1.32154 -1.73966 -0.67189  0.116
13 H -2.59858 0.63954 -0.69092  0.136
14 H -0.91595 2.45210 0.66752  0.133
15 H 1.15325 -0.28047 2.92793  0.043
16 H 1.51500 1.40629 -0.30768  0.143
17 H -0.51902 1.82654 -2.22214  0.133


Density functional theory data (ωB97M-V/def2-TZVPD) for a molecular structure, C29H39N2O2P2Tl.

Output
**Max |F|**: 0.0468 hartree/bohr
**Total charge**: 0
**DFT total energy**: -2243.45122 hartree

Last column: Löwdin charge in e.
Positions of all 75 atoms, in Å:
1 C -1.01482 3.32535 -2.85975  -0.029
2 C -0.97223 2.22189 -2.00262  -0.313
3 N 0.17346 1.85050 -1.41690  0.074
4 C 1.30068 2.53689 -1.63610  -0.313
5 C 1.33022 3.63846 -2.49987  -0.015
6 C 0.14966 4.04105 -3.11224  -0.045
7 C -2.24946 1.38899 -1.78370  -0.241
8 P -2.29176 0.32726 -0.24835  0.818
9 Tl 0.00200 0.16518 0.99787  0.777
10 P 2.41513 0.54496 -0.01603  0.817
11 C 2.56070 2.13953 -0.89250  -0.258
12 C -0.37921 -1.85252 2.02342  -0.325
13 C -1.01329 -1.79849 3.24651  -0.155
14 C -0.94061 -2.93210 4.08449  -0.079
15 C -0.27460 -4.08144 3.64612  -0.090
16 C 0.30024 -4.12011 2.37158  -0.072
17 C 0.22537 -2.98847 1.52465  -0.130
18 O -1.80961 -1.07407 -4.33759  -0.144
19 O 1.20631 -1.59780 -3.30849  -0.262
20 H -1.96738 3.57339 -3.33961  0.121
21 H 2.27041 4.16721 -2.65014  0.122
22 H 0.13673 4.89549 -3.79897  0.119
23 C -3.59153 1.13373 0.72271  -0.254
24 C -3.02690 -1.24114 -0.81246  -0.213
25 H 3.40826 2.08683 -1.58969  0.105
26 H 2.80352 2.91542 -0.14996  0.100
27 H -2.36402 0.65605 -2.59100  0.063
28 H -3.14560 2.06276 -1.79135  0.108
29 C 3.76041 0.60646 1.21002  -0.241
30 C 2.97797 -0.64772 -1.24628  -0.250
31 H -1.53054 -0.89933 3.58550  0.097
32 H -1.40036 -2.90380 5.07113  0.103
33 H -0.20894 -4.95365 4.30051  0.104
34 H 0.80842 -5.02352 2.02768  0.108
35 H 0.65148 -3.02054 0.51702  0.091
36 H 0.79581 -2.46620 -3.17977  -0.245
37 H 1.60364 -1.63346 -4.19588  0.036
38 H -1.05101 -0.96234 -3.69295  0.009
39 H -1.64070 -0.31656 -4.96218  0.053
40 H 0.05002 -3.82570 -3.08555  -0.169
41 H -4.53692 1.11081 0.16872  0.059
42 H -3.70441 0.60204 1.67565  0.055
43 H -3.31671 2.17466 0.92988  0.041
44 H -4.12176 -1.15682 -0.81283  0.061
45 H -2.67926 -1.49424 -1.82411  0.043
46 H -2.72875 -2.04186 -0.12022  0.050
47 H 3.84458 -0.26220 -1.80018  0.063
48 H 3.19809 -1.61871 -0.78662  0.065
49 H 2.16805 -0.80414 -1.97439  -0.004
50 H 4.72828 0.78678 0.71241  0.063
51 H 3.54996 1.40872 1.93475  0.046
52 H 3.79679 -0.35427 1.74836  0.057
53 C 0.63935 5.88405 0.74270  -0.113
54 C -0.42119 5.00630 0.47814  -0.107
55 C -0.50515 3.79558 1.14672  -0.059
56 C 0.48794 3.41192 2.08866  -0.338
57 C 1.51875 4.33521 2.38552  -0.048
58 C 1.60467 5.54420 1.70248  -0.096
59 N 0.47797 2.13789 2.60787  -0.033
60 C 0.75827 1.84960 3.91859  -0.328
61 C 1.31981 0.58879 4.26627  -0.073
62 C 1.49824 0.23251 5.59120  -0.103
63 C 1.15446 1.12697 6.61608  -0.114
64 C 0.62251 2.38839 6.29240  -0.098
65 C 0.43756 2.75020 4.96565  -0.043
66 H 0.70741 6.83468 0.20793  0.095
67 H -1.18264 5.27500 -0.25871  0.102
68 H -1.33768 3.10958 0.97110  0.070
69 H 2.25331 4.06258 3.14552  0.115
70 H 2.42754 6.22369 1.91985  0.100
71 H 1.57993 -0.10248 3.46086  0.073
72 H 1.91186 -0.75075 5.83549  0.105
73 H 1.29970 0.84746 7.66260  0.093
74 H 0.34910 3.09153 7.08493  0.102
75 H 0.02174 3.73011 4.70556  0.113


Density functional theory data (ωB97M-V/def2-TZVPD) for 3 unconnected molecules or ions with the total composition C38H62FN4O7S.

Output
**Max |F|**: 0.1007 hartree/bohr
**Total charge**: +1
**DFT total energy**: -2728.42156 hartree

Last column: Löwdin charge in e.
Positions of all 113 atoms, in Å:
1 C -5.38909 1.14740 -2.04556  0.007
2 C -4.41955 0.51512 -2.76679  -0.161
3 C -2.94487 1.07578 -2.97210  -0.141
4 C -2.36740 1.72404 -1.67442  -0.017
5 C -2.18182 0.84974 -0.47849  -0.013
6 C -2.51478 -0.68098 -0.56773  -0.097
7 C -1.57428 -1.44951 -1.61436  -0.063
8 C -1.30343 -2.93676 -1.13344  -0.466
9 O -2.01076 -3.52024 -0.35426  0.094
10 O -0.20587 -3.61612 -1.65347  0.083
11 C -1.67784 1.49155 0.77086  -0.028
12 C -1.50066 0.64023 2.08395  -0.091
13 C 0.05870 0.26603 2.14627  -0.164
14 C 0.35379 -1.13062 2.82397  -0.186
15 C 0.67491 -2.29922 1.79879  -0.181
16 C 1.87067 -1.88428 0.85591  -0.218
17 C 2.58975 -3.08525 0.13585  -0.187
18 C 3.38545 -2.47308 -1.12062  -0.183
19 C 3.97998 -1.03495 -0.85313  -0.195
20 C 5.05292 -0.57385 -1.94090  -0.193
21 O 5.91266 0.40960 -1.32396  -0.209
22 C 5.20716 1.60495 -1.01818  -0.146
23 N -1.34859 2.84461 0.82507  -0.029
24 N -0.85899 3.29159 2.03459  -0.027
25 C -1.89347 3.88903 2.91058  -0.192
26 C -1.32709 4.72074 4.12500  -0.203
27 C 0.06006 4.20225 4.69777  -0.093
28 C -1.50880 3.69496 -0.28845  -0.094
29 S -1.13313 5.47660 -0.21686  0.780
30 O -0.00451 5.67804 -1.11602  -0.237
31 O -0.75583 5.95201 1.10135  -0.259
32 F -2.43843 6.37278 -0.66601  -0.156
33 C -1.99535 3.18379 -1.58196  -0.034
34 C -2.15649 4.05119 -2.86799  -0.110
35 C -0.95751 3.97455 -3.87614  -0.165
36 C -0.62342 2.82779 -4.73619  -0.040
37 C 0.51020 2.87766 -5.67851  -0.061
38 C 1.37938 4.05563 -5.79153  -0.026
39 C 1.06817 5.21297 -4.94143  -0.221
40 C 1.92636 6.53261 -4.95497  -0.061
41 C -0.08194 5.16495 -4.03259  -0.006
42 H -5.47821 2.25786 -1.96430  0.079
43 H -6.11884 0.48926 -1.49795  0.082
44 H -4.60274 -0.48993 -3.24079  0.117
45 H -3.03770 1.81721 -3.82128  0.100
46 H -2.27415 0.26763 -3.38327  0.109
47 H -2.32809 -1.21200 0.41175  0.102
48 H -3.60773 -0.86433 -0.78063  0.129
49 H -0.58873 -0.93919 -1.76386  0.131
50 H -2.18478 -1.55580 -2.55237  0.117
51 H -0.02288 -3.17594 -2.50930  0.120
52 H -1.75345 1.24524 3.00159  0.108
53 H -2.17603 -0.24989 2.11251  0.117
54 H 0.55643 1.07082 2.76519  0.105
55 H 0.46723 0.38456 1.10915  0.103
56 H -0.47269 -1.37074 3.54327  0.115
57 H 1.30261 -0.99184 3.42801  0.110
58 H 0.96634 -3.19523 2.41794  0.103
59 H -0.26070 -2.59043 1.24007  0.093
60 H 2.61326 -1.31806 1.49241  0.119
61 H 1.42479 -1.22485 0.04878  0.092
62 H 3.36428 -3.58499 0.77805  0.090
63 H 1.86225 -3.86924 -0.20698  0.099
64 H 2.59374 -2.35627 -1.92976  0.101
65 H 4.16022 -3.18218 -1.51114  0.113
66 H 4.40851 -1.01593 0.18602  0.115
67 H 3.17726 -0.23965 -0.87096  0.096
68 H 5.63135 -1.42837 -2.37143  0.128
69 H 4.45991 -0.01188 -2.72846  0.118
70 H 4.55430 1.53048 -0.09739  0.085
71 H 5.97870 2.39463 -0.77756  0.100
72 H 4.58485 1.99930 -1.86937  0.091
73 H -0.01200 3.85259 1.94779  0.146
74 H -2.49045 4.61604 2.27284  0.111
75 H -2.64450 3.10621 3.22736  0.121
76 H -2.14162 4.74883 4.90653  0.118
77 H -1.22026 5.78406 3.76241  0.104
78 H 0.82847 4.98788 4.45867  0.083
79 H -0.02429 4.10373 5.81671  0.081
80 H 0.33584 3.19000 4.30166  0.058
81 H -2.30518 5.14805 -2.64189  0.107
82 H -3.08649 3.75870 -3.44070  0.131
83 H -1.23716 1.90143 -4.72207  0.071
84 H 0.73718 2.01354 -6.34541  0.099
85 H 2.23795 4.12760 -6.49624  0.109
86 H 1.32922 7.43854 -5.22432  0.085
87 H 2.86254 6.40407 -5.56173  0.081
88 H 2.27960 6.68025 -3.88873  0.087
89 H -0.29793 6.07858 -3.43217  0.100
90 C 5.25386 -2.12270 4.77471  -0.006
91 C 4.65708 -2.81103 3.57459  -0.546
92 O 5.12636 -2.68325 2.45270  0.029
93 N 3.56076 -3.59493 3.77059  0.009
94 C 2.86404 -3.86953 5.01146  -0.071
95 H 6.11625 -1.53842 4.45980  0.087
96 H 4.52329 -1.44715 5.22421  0.083
97 H 5.58504 -2.86130 5.50680  0.089
98 H 3.21751 -4.02283 2.92333  0.118
99 H 2.88086 -4.94659 5.18753  0.088
100 H 1.82642 -3.54388 4.90619  0.073
101 H 3.31752 -3.35952 5.85674  0.077
102 C -3.98008 -8.78642 1.02758  -0.013
103 C -5.04265 -8.05787 0.24526  -0.556
104 O -6.10551 -8.58072 -0.04830  0.032
105 N -4.78564 -6.77523 -0.13553  0.001
106 C -3.59577 -5.98486 0.11296  -0.092
107 H -4.33013 -9.79104 1.25622  0.084
108 H -3.06468 -8.86457 0.43797  0.084
109 H -3.78079 -8.26716 1.96695  0.083
110 H -5.54141 -6.35387 -0.65426  0.138
111 H -3.88534 -5.09150 0.66884  0.075
112 H -3.17499 -5.68431 -0.84694  0.070
113 H -2.84849 -6.53506 0.67804  0.078


Density functional theory data (ωB97M-V/def2-TZVPD) for 2 unconnected molecules or ions with the total composition C2H9N2S2.

Output
**Max |F|**: 0.0281 hartree/bohr
**Energy above the lowest of the compared OMol25 structures with the same formula, charge and spin**: 0.0 kJ/mol
**Total charge**: +2
**Multiplicity**: 2
**DFT total energy**: -986.81317 hartree

Last column: Löwdin charge in e.
Positions of all 15 atoms, in Å:
1 C -0.36345 0.89410 -2.79653  -0.347
2 S 0.05730 1.13304 -1.05167  0.647
3 S -1.76935 1.18750 -0.19006  0.646
4 H -1.15412 0.14993 -2.90904  0.059
5 H 0.58016 0.56260 -3.22794  0.064
6 H -0.71552 1.81166 -3.27629  0.087
7 H -2.32563 0.29040 -1.03149  -0.098
8 N 0.56724 -2.72013 1.73605  0.201
9 C 1.47849 -1.85685 2.13993  -0.141
10 N 1.75861 -0.73010 1.55136  0.203
11 H -0.18641 -2.44456 1.12910  0.133
12 H 0.71283 -3.69462 1.94899  0.152
13 H 2.02512 -2.20769 3.00335  0.174
14 H 2.60300 -0.19755 1.73106  0.160
15 H 1.20910 -0.49751 0.72853  0.060


Density functional theory data (ωB97M-V/def2-TZVPD) for C4H5NO in the gas phase.

Output
**Max |F|**: 0.0233 hartree/bohr
**Energy above the lowest of the compared OMol25 structures with the same formula, charge and spin**: 127.3 kJ/mol
**Total charge**: 0
**DFT total energy**: -285.36610 hartree

Last column: Löwdin charge in e.
Positions of all 11 atoms, in Å:
1 C -1.58731 0.00163 -0.31675  -0.073
2 C -0.05555 0.01655 -0.18360  -0.178
3 C 0.87650 -0.11957 1.01841  -0.377
4 O 0.72275 -0.30758 2.19152  0.133
5 C 2.23513 0.02942 0.37273  -0.135
6 N 3.07296 0.18074 -0.41209  0.171
7 H -2.17875 -0.25033 0.56404  0.075
8 H -1.84289 -0.71518 -1.10449  0.073
9 H -1.91524 0.97779 -0.68786  0.073
10 H 0.31596 0.95197 -0.61257  0.119
11 H 0.35644 -0.76544 -0.82934  0.120